1.
This record from OMol25 describes C20H16As2NO15S2Tc as an isolated structure. The level of theory is ωB97M-V with the def2-TZVPD basis set.

* HOMO (spin up / spin down): -0.21867 / -0.21860 Eh
* net charge: -1
* HOMO-LUMO gap (spin up / spin down): 0.259 / 0.277 Eh
* E: -7303.9701 a.u.
* 2S+1: 2
* energy relative to the best compared isomer or geometry (same formula, charge and spin): 0.0 kJ/mol

Structure (XYZ):
```
57
Properties=species:S:1:pos:R:3:forces:R:3
C -1.726802 3.662418 -1.995015 0.0 0.0 0.0
H -2.958533 -6.068217 -2.594198 0.0 0.0 0.0
H -3.451862 -0.572165 -1.251103 0.0 0.0 0.0
H 4.420199 -1.208963 5.607460 0.0 0.0 0.0
H 0.355420 6.308882 -1.778082 0.0 0.0 0.0
O -3.446011 -1.518976 -1.026066 0.0 0.0 0.0
C 2.316447 -0.983468 6.029857 0.0 0.0 0.0
C -0.506859 5.718394 -2.058713 0.0 0.0 0.0
O 1.665652 -2.088571 -1.269287 0.0 0.0 0.0
C -0.612054 4.407278 -1.612570 0.0 -0.1 0.0
H 4.123175 -0.729488 3.184907 0.0 0.0 0.0
H -3.371309 5.951996 -3.852068 0.0 0.0 0.0
S -1.869020 1.966219 -1.520002 0.0 0.0 0.0
H 2.418755 -1.192086 7.088261 0.0 0.0 0.0
H -1.399253 7.296185 -3.197955 0.0 0.0 0.0
H 1.186762 -5.388277 -1.743277 0.0 0.0 0.0
C -2.174687 -5.475279 -2.140918 0.0 0.0 0.0
H -0.585865 -6.749546 -2.816255 0.0 0.0 0.0
C -0.176674 -3.944545 -0.971291 0.0 0.0 0.0
O -0.769041 1.272118 -2.245512 0.0 0.0 0.1
C -0.848922 -5.855144 -2.266626 0.0 0.0 0.0
O -3.189740 1.505834 -1.854758 0.0 0.0 0.0
H 3.125719 -0.911691 -2.548161 0.0 0.0 0.0
C -2.715227 4.207365 -2.797018 0.0 0.0 0.0
O 1.249415 2.219924 -0.651782 0.0 0.0 0.0
C 1.993375 -0.161278 1.850348 0.0 0.0 0.0
O -1.526109 1.918643 -0.079472 0.0 0.0 0.0
O -2.392226 -1.837183 1.567604 0.0 0.0 0.0
C -2.501966 -4.324708 -1.438796 0.0 0.0 0.0
Tc 0.297037 0.578825 -0.432650 0.0 0.1 0.0
O 2.955908 -0.292620 1.134733 0.0 0.0 0.0
C 0.149042 -5.093353 -1.678761 0.0 0.0 0.0
O 2.187255 4.610305 -1.168967 0.0 0.0 0.0
As 0.798630 3.861314 -0.387563 0.0 0.0 0.0
S 1.187688 -3.103863 -0.174516 0.0 0.0 -0.1
C 3.278985 -0.726969 3.861321 0.0 0.0 0.0
O 0.577326 4.394007 1.117695 0.0 0.0 0.0
O 0.678037 -2.466975 0.996989 0.0 0.0 0.0
O -0.872195 -0.867017 -0.658396 -0.1 0.0 0.0
C 2.026784 -0.440451 3.312012 0.0 0.0 0.0
H 0.184579 -0.713324 6.136322 0.0 0.0 0.0
O 0.810773 0.299808 1.406337 0.0 -0.1 0.0
H -3.533730 -4.008046 -1.365395 0.0 0.0 0.0
As -2.072745 -1.906796 -0.009875 0.1 0.0 0.0
C -1.495536 6.271848 -2.861779 0.0 0.0 0.0
H -0.372138 -0.072110 2.787965 0.0 0.0 0.0
C -1.510423 -3.552049 -0.847055 0.0 0.0 0.0
O 2.235782 -4.068524 -0.062042 0.0 0.0 0.0
C -2.599044 5.520661 -3.228686 0.0 0.0 0.0
C 1.705503 -0.608905 -1.339705 0.0 0.1 0.0
N 2.549387 -0.172143 -2.147401 0.0 0.0 0.0
C 1.068543 -0.715216 5.512448 0.0 0.0 0.0
C 0.900403 -0.442520 4.149818 0.0 0.0 0.0
H 2.711964 3.897621 -1.558071 0.0 0.0 0.0
C 3.439716 -0.993844 5.204090 0.0 0.0 0.0
O -0.356527 -0.210396 3.750606 0.0 0.0 0.0
H -3.563761 3.595054 -3.068998 0.0 0.0 0.0
```
Positions in Å, forces in eV/Å.



2.
This record from OMol25 describes C20H16B3MgNO31 as an isolated structure. The level of theory is ωB97M-V with the def2-TZVPD basis set.

* HOMO: -0.19458 Eh
* net charge: -2
* HOMO-LUMO gap: 0.124 Eh
* E: -3434.1663 a.u.
* energy relative to the best compared isomer or geometry (same formula, charge and spin): 1095.2 kJ/mol

Structure (XYZ):
```
72
Properties=species:S:1:pos:R:3:forces:R:3
H 18.597260 2.501270 -23.859090 0.3 -0.4 -0.5
B 28.450870 2.090240 -18.662080 0.4 0.3 0.2
O 28.554480 3.750620 -31.148980 0.7 -0.5 -0.7
H 27.784320 -0.742030 -25.378960 -0.5 0.0 0.0
O 28.425730 3.028650 -28.778520 -1.7 1.3 0.9
C 27.295050 -1.700110 -25.554420 -0.4 -1.3 0.3
H 27.194960 -1.912690 -26.618800 0.0 0.3 -0.2
C 27.703870 5.231600 -28.231490 -1.5 0.9 0.6
C 21.256040 3.303800 -29.426830 3.2 0.2 0.8
H 23.511400 -2.814950 -24.726110 0.2 0.1 0.0
B 28.933190 4.030210 -29.759070 -0.6 0.5 0.4
C 30.136310 2.594740 -17.240330 4.9 2.5 1.8
O 25.143160 -0.894880 -24.799070 0.4 -1.0 0.1
H 20.844550 0.120460 -19.931150 -0.3 0.4 -0.3
H 24.310740 -5.169650 -25.512370 -0.5 0.3 -0.1
C 17.502110 1.021980 -30.274810 -4.2 -2.5 -2.0
C 16.857930 2.273180 -29.632750 0.4 0.2 0.2
H 17.366580 1.245170 -24.381950 -0.4 1.1 -0.2
O 23.714200 4.933360 -23.498560 -1.1 -4.8 -1.2
C 27.347930 0.570080 -19.952780 -1.6 -1.6 -1.3
C 30.839700 3.918820 -30.931640 3.3 -0.6 -0.6
H 21.173190 -1.249940 -20.892800 0.0 -0.1 -0.2
O 28.411940 5.380750 -29.354950 -0.5 -0.9 1.2
C 25.901000 -1.878260 -24.946950 0.2 4.4 -0.4
H 18.367730 -0.600050 -23.701810 -0.6 0.3 0.3
O 19.753530 1.917660 -28.248300 -0.4 -0.6 0.7
O 26.812070 -0.415960 -20.435110 0.9 0.8 0.9
O 17.863360 3.093590 -29.379760 1.2 -0.4 0.7
C 27.188460 1.943810 -20.575710 0.6 -0.2 -0.3
H 24.695910 -5.526740 -23.875940 0.0 0.2 0.3
O 28.640830 2.986770 -15.349320 0.0 0.3 0.2
O 20.193980 3.133520 -30.199470 0.7 0.5 0.4
C 20.807070 0.423730 -22.127130 0.6 0.3 0.5
H 22.391730 0.019110 -20.751350 -0.1 0.1 -0.2
O 24.687420 6.734280 -23.321080 0.9 0.3 -0.4
H 27.928490 -2.509810 -25.192160 0.1 0.1 0.2
O 28.082780 0.681460 -18.892120 0.6 -0.8 0.7
O 15.696950 2.490820 -29.440550 0.1 -0.2 -0.1
O 26.636460 2.169510 -21.620730 -0.4 0.4 -0.1
Mg 24.230580 2.136200 -24.353250 -0.2 0.8 0.4
O 26.769670 3.130630 -27.156420 2.1 1.2 -1.7
H 24.128820 -3.237660 -23.119440 0.4 0.3 0.0
O 29.941190 2.333360 -18.492860 -1.9 -1.1 -1.1
O 32.031280 3.935760 -31.256420 -2.7 0.1 0.7
C 27.559900 3.671250 -27.944520 -0.6 -1.2 0.4
O 27.871160 2.565050 -17.398440 -1.0 -0.2 -0.9
H 19.556640 0.506120 -24.285240 0.7 -0.6 0.1
O 22.376170 3.848100 -29.595650 -4.6 -1.7 0.0
C 24.245670 -3.414930 -24.188570 0.1 -0.4 -0.6
O 18.780590 1.178470 -30.419500 0.7 0.0 1.2
O 27.138780 6.094970 -27.575910 1.4 -1.6 -1.3
C 28.798160 2.764870 -16.511480 0.8 -0.5 0.8
C 18.052180 1.591230 -23.608450 -1.3 0.1 0.6
C 18.854480 0.346530 -23.466950 0.8 0.4 -2.2
H 17.509500 1.892710 -22.712510 -0.4 -0.5 0.1
C 24.059830 -4.888750 -24.489510 0.1 0.1 0.5
O 25.576910 -3.077670 -24.656560 -0.2 -1.7 0.6
C 20.948380 2.436320 -28.105290 1.0 0.9 -1.1
O 27.867880 2.756500 -19.815300 0.0 1.5 -0.4
O 16.764640 0.116010 -30.727410 2.6 2.1 1.3
O 22.815250 6.636650 -22.381460 -0.8 -2.0 -0.3
N 23.690440 6.061500 -23.055520 1.3 5.1 1.5
O 21.717790 2.247480 -27.204830 -0.1 -0.1 0.5
O 29.783170 3.335630 -33.064240 -0.5 0.4 2.3
O 21.566280 1.018840 -22.885370 -1.3 -0.5 -0.3
C 21.324490 -0.170840 -20.865440 0.6 -0.6 0.9
C 29.677750 3.611830 -31.877840 -0.5 0.1 -1.6
H 23.023760 -5.069750 -24.203320 -0.1 -0.5 -0.4
O 19.487350 0.163470 -22.250520 2.1 0.2 1.1
O 31.272590 2.900570 -16.787700 -3.7 -1.3 -0.9
B 19.162710 2.301730 -29.499180 -0.6 1.5 -2.0
O 30.367230 4.044100 -29.710550 1.0 0.2 -0.3
```
Positions in Å, forces in eV/Å.



3.
This record from OMol25 describes a 2-piece molecular cluster, C20H16BCl2F3OS overall. The level of theory is ωB97M-V with the def2-TZVPD basis set.

* HOMO: -0.25632 Eh
* HOMO-LUMO gap: 0.126 Eh
* E: -2490.0314 a.u.

Structure (XYZ):
```
44
Properties=species:S:1:pos:R:3:forces:R:3
H -5.890287 -3.351458 6.041858 0.2 -0.1 -0.2
O -4.409495 -2.140187 6.643917 -1.5 -1.4 -0.6
C 0.179785 1.038933 3.609046 0.6 0.4 0.3
C -1.226204 -2.920416 0.867888 0.2 -0.9 -0.9
H 3.545627 1.718095 3.734576 -0.2 0.0 0.0
H -4.744241 -2.932106 4.721100 0.0 0.0 0.2
C 1.576232 0.902287 3.385883 -0.2 0.4 0.3
S -1.250586 -0.076025 7.048730 -0.9 -0.3 0.1
Cl 3.110358 4.108692 5.201901 0.1 0.1 0.0
C -0.824846 -5.215106 -0.743018 -0.3 1.0 0.6
F -4.316636 -0.940161 9.394345 -0.2 0.4 0.1
H -2.498067 -1.550107 1.945680 0.2 -0.1 0.2
C -2.085880 -2.092384 5.668584 -1.4 0.7 0.8
H -1.339749 2.322091 4.467307 0.3 0.0 0.1
H -1.795888 0.168750 3.485468 0.2 0.0 -0.1
H 0.568704 -1.107183 1.928936 -0.4 0.0 0.2
C 2.003287 2.964300 4.579216 -0.8 -0.6 -0.3
C 2.476374 1.840483 3.885862 -0.3 -0.1 -0.2
C -2.862947 -0.616677 7.402182 0.6 -0.4 -0.8
C -0.466913 -0.967509 2.250857 -0.4 -0.8 -0.4
H -2.975804 -5.374568 -0.801797 0.1 0.1 0.1
C -1.456569 -1.792419 1.721040 0.6 0.8 0.5
C -4.837659 -3.205269 5.784130 0.3 0.5 0.5
H 0.944797 -2.783662 0.860367 -0.2 -0.3 -0.1
H 1.948030 0.043203 2.828381 0.0 0.3 0.3
B -3.901704 0.056975 8.513552 1.2 -0.3 -0.8
Cl -0.581316 -6.618073 -1.686172 0.0 -0.2 -0.1
F -3.069070 1.018260 9.115765 -0.5 0.5 0.6
C 0.278276 -4.478452 -0.282993 -0.2 0.2 0.2
C 0.623716 3.150763 4.774459 0.1 -0.3 -0.2
C -2.132045 -4.800207 -0.429714 0.4 0.1 0.0
H 1.281083 -4.806161 -0.544780 -0.2 0.1 0.1
H -0.040969 -1.338967 5.330660 -0.1 -0.1 0.2
F -4.944097 0.612099 7.766677 -0.3 0.2 0.4
H -2.153625 -2.917079 4.967011 0.1 0.1 0.1
C -0.998839 -1.259298 5.829363 0.1 -0.2 -0.4
C -0.759780 0.051629 3.157847 -0.3 0.4 0.2
C -3.175317 -1.676366 6.556321 2.4 0.4 -0.7
H -4.270572 -4.127747 5.983662 -0.1 0.2 -0.1
C -2.323476 -3.669294 0.353354 0.4 0.2 0.3
H -3.335712 -3.342954 0.595908 0.2 -0.1 -0.1
H 0.270323 4.041491 5.285401 0.0 -0.2 0.0
C 0.082498 -3.345649 0.504710 -0.5 -0.3 -0.1
C -0.267454 2.189474 4.314178 0.1 -0.1 -0.2
```
Positions in Å, forces in eV/Å.



Let's list F_max in order: 0.00242; 0.11247; 0.04887 hartree/bohr.